1.
Density functional theory data (ωB97M-V/def2-TZVPD) for C25H14AuBrCl5NO3 as an isolated structure in a non-equilibrium geometry.

Atoms and positions in Å:
C -2.94 1.33 0.68
C 4.66 -1.89 -0.04
Cl 3.13 0.28 0.40
H -1.56 4.57 -4.90
C -5.47 1.42 -0.45
O 1.29 3.54 -1.22
C 3.40 -1.40 0.24
C 2.27 -2.27 0.46
C -0.75 1.26 -3.11
H -4.78 -1.98 1.74
H -4.06 -4.32 1.64
C 2.55 -3.68 0.35
H -1.56 0.75 2.09
C -0.21 2.45 -2.65
H -0.52 0.32 -2.63
H -0.06 4.55 -2.91
O 0.89 1.41 -0.80
C -3.85 -2.23 1.26
C -4.94 0.22 -0.01
C -3.46 2.53 0.22
O 1.13 -1.86 0.75
H -5.52 -0.69 -0.13
H -2.53 2.46 -5.74
C 0.74 2.48 -1.44
C -4.71 2.58 -0.36
C -1.89 2.47 -4.87
Au -0.36 -0.22 -0.24
H -0.57 -3.13 -0.47
C -3.07 -1.20 0.72
Cl 5.97 -0.82 -0.31
H -5.11 3.51 -0.73
H -6.45 1.44 -0.89
Cl 4.11 -5.85 0.04
Cl 6.46 -3.88 -0.33
H -1.21 2.21 1.33
C -1.59 1.28 -4.21
Cl 1.26 -4.77 0.61
C -2.28 -3.89 0.53
Br -2.35 -0.36 -4.81
H -1.99 -4.92 0.40
H -2.86 3.43 0.29
C -3.66 0.14 0.53
N -1.65 1.30 1.24
C -3.44 -3.55 1.20
C -1.82 -1.55 0.18
C 3.82 -4.16 0.10
C -0.51 3.64 -3.29
C 4.89 -3.27 -0.08
C -1.48 -2.87 0.04
C -1.34 3.65 -4.40

Values from the calculation:
- largest force on an atom (eV/Å) = 2.90
- LUMO energy (spin up / spin down) (eV) = -3.73 / -3.73
- E_HOMO (spin up / spin down) (eV) = -8.0 / -8.0

2.
Density functional theory data (ωB97M-V/def2-TZVPD) for C25H14BeCl5OP as an isolated structure.

Atoms and positions in Å:
C 1.83 -0.23 5.08
C -3.74 2.08 -0.91
H 3.93 0.20 -3.25
C 1.82 1.02 4.47
H -1.03 -0.01 -3.28
Cl 1.83 -2.93 5.08
H -1.19 -4.43 -1.07
H -3.01 0.09 -0.58
C 2.15 0.26 -2.08
C -1.24 -3.56 -0.43
C -3.41 3.41 -1.10
H -1.36 -0.48 1.89
H -2.30 -2.62 2.65
Cl 1.80 2.53 2.14
P -0.05 0.36 -0.48
C 1.84 -1.40 4.31
C 2.85 0.52 -0.76
C 2.16 -0.06 -4.46
C -2.74 1.13 -0.73
C 0.06 0.01 -3.28
C 0.76 0.19 -2.08
C 0.76 -0.11 -4.46
C -2.08 3.80 -1.11
H -2.21 -4.60 1.17
Cl 1.91 -2.75 1.96
Be 1.82 0.60 0.69
C -1.08 2.86 -0.92
C -1.35 -1.34 1.23
C -0.78 -1.23 -0.05
Cl 1.81 2.48 5.38
Cl 1.81 -0.34 6.80
C -1.81 -3.66 0.83
C 2.85 0.13 -3.27
H 2.70 -0.16 -5.39
H -0.28 -2.28 -1.85
C 1.85 -0.08 2.27
O 4.07 0.59 -0.77
H -4.78 1.77 -0.91
H -0.04 3.17 -0.92
C -1.87 -2.54 1.66
C 1.86 -1.31 2.92
C -1.41 1.52 -0.73
C 1.82 1.02 3.09
H -4.20 4.14 -1.24
H 0.23 -0.25 -5.39
C -0.73 -2.35 -0.87
H -1.82 4.84 -1.26

Values from the calculation:
- largest force on an atom (eV/Å) = 0.53
- LUMO energy (eV) = 0.01
- E_HOMO (eV) = -7.9

3.
Density functional theory data (ωB97M-V/def2-TZVPD) for C25H16Br3Cl2N4OPd as an isolated structure in a non-equilibrium geometry.

Atoms and positions in Å:
H 1.54 1.75 2.90
C 2.61 -1.37 1.60
C -0.14 2.71 -3.89
C -2.97 4.34 2.21
Br 3.25 -4.32 4.37
Pd 0.23 -0.01 0.34
H 4.32 -2.27 2.50
H -1.12 4.85 4.20
H -2.71 -0.77 -0.44
C -1.87 -2.76 2.69
Cl -3.47 5.58 3.17
H -1.53 2.34 -5.49
H -4.75 4.55 0.99
Br 2.49 1.02 -0.51
C -1.71 3.67 2.49
C -3.50 -2.01 1.11
C -1.08 3.18 -4.97
H 1.58 3.81 -4.59
N 1.27 -1.29 1.48
C 1.19 3.14 -3.83
C 0.52 -2.14 2.22
C 3.24 -2.25 2.45
Br -4.49 -3.64 3.19
H -1.59 1.45 -2.92
C -0.86 4.04 3.53
H 0.47 -3.75 3.63
C 0.33 3.35 3.68
C -3.19 -2.72 2.26
O -1.91 1.28 -0.23
C 2.47 -3.11 3.22
H 3.07 2.98 -2.76
H -4.51 -2.00 0.71
C 0.61 2.31 2.81
C 1.45 1.83 -1.92
H -1.60 -3.32 3.57
C -3.49 2.98 0.29
C -1.32 2.60 1.67
C -2.19 2.18 0.50
N -1.22 -1.32 0.89
C -0.91 -2.07 1.97
H 3.21 -0.72 1.00
H 1.03 3.61 4.46
H -0.56 3.79 -5.71
Cl -4.43 2.52 -0.99
C 1.09 -3.06 3.08
C -0.57 1.84 -2.91
C -2.50 -1.32 0.47
C 2.03 2.69 -2.82
H -1.88 3.79 -4.55
N -0.21 1.92 1.82
N 0.21 1.39 -1.91
C -3.83 3.99 1.13

Values from the calculation:
- largest force on an atom (eV/Å) = 1.45
- LUMO energy (eV) = -12.00
- E_HOMO (eV) = -17.1
- total charge = +3

4.
Density functional theory data (ωB97M-V/def2-TZVPD) for C25H16Br3Cl3N3O5V as an isolated structure in a non-equilibrium geometry.

Atoms and positions in Å:
H -4.52 -3.71 -0.50
V -0.07 -1.34 2.12
H -3.78 1.68 0.21
O 1.27 -1.30 0.55
Cl 3.90 -0.76 3.61
H 1.11 4.68 -1.08
H -0.28 -4.17 -0.57
Br -1.94 -1.74 4.19
C -2.20 0.50 1.03
N 0.22 2.98 -2.53
H 4.96 5.46 -4.25
C 1.03 -0.35 -0.35
H -4.72 -5.37 -2.38
H -2.80 0.05 1.80
Br -3.05 1.18 4.93
O 0.77 -0.13 3.32
C -0.70 1.27 -1.07
Br 5.92 5.70 -1.60
C 1.43 -0.42 4.49
N 1.06 3.37 -3.39
C -1.35 -5.41 -1.99
C 2.98 4.55 -4.00
C -3.65 -4.21 -0.94
H 1.62 0.87 -3.55
C -2.75 1.34 0.07
H -0.49 -5.86 -2.44
C 0.18 1.65 -2.18
N -0.88 0.20 1.05
O 1.11 0.10 5.54
C -1.93 1.84 -0.94
C 3.17 5.46 -1.34
H -0.94 0.04 5.66
H 2.67 -0.63 -1.72
H 2.89 4.14 -4.98
C 1.73 -0.09 -1.58
C 1.98 4.90 -1.75
H -2.21 2.69 -1.52
H 3.38 5.81 -0.34
Cl 2.94 -2.07 6.05
C -1.98 -0.28 5.52
C -1.23 -4.47 -0.98
C 2.49 -1.45 4.43
C 1.93 4.36 -3.06
O -1.07 -2.73 1.22
C -2.36 -3.86 -0.44
C 4.20 5.61 -2.28
H -2.49 -0.65 6.40
H -2.62 -6.51 -3.26
C -3.75 -5.13 -1.98
O -3.30 -2.64 1.39
C -0.16 0.41 -0.11
C 1.19 0.77 -2.54
Cl 1.81 -2.79 3.38
C -2.27 -3.02 0.78
C -2.59 -5.77 -2.49
C 4.11 5.21 -3.61

Values from the calculation:
- largest force on an atom (eV/Å) = 5.59
- LUMO energy (spin up / spin down) (eV) = 1.65 / 1.46
- E_HOMO (spin up / spin down) (eV) = -3.6 / -4.2
- total charge = -1
- multiplicity = 4